45
Properties=species:S:1:pos:R:3 method="wB97M-V/def2-TZVPD" relative_energy_kj_mol=0.5 fmax_ha_per_bohr=0.0277 charge=+3 spin_multiplicity=2 total_energy_ha=-2537.1961 homo_ev="-16.66 / -16.68"
V 0.495 -0.148 -1.010
O -2.026 -4.445 0.939
C -2.997 -3.799 0.293
C -4.248 -4.363 0.052
C -5.206 -3.648 -0.627
C -4.961 -2.344 -1.105
C -3.738 -1.785 -0.896
C -2.721 -2.495 -0.188
C -1.471 -1.885 0.023
O -1.104 -0.807 -0.845
N -0.526 -2.171 0.866
N 0.576 -1.451 0.564
C 1.700 -1.665 1.155
C 2.800 -0.889 0.598
C 4.110 -0.900 1.012
C 5.032 -0.121 0.311
C 4.623 0.641 -0.776
C 3.293 0.619 -1.141
N 2.395 -0.131 -0.465
H -2.327 -5.331 1.201
H -4.461 -5.364 0.408
H -6.174 -4.101 -0.796
H -5.740 -1.803 -1.621
H -3.535 -0.779 -1.237
H 1.790 -2.399 1.949
H 4.415 -1.507 1.854
H 6.071 -0.115 0.617
H 5.326 1.240 -1.338
H 2.927 1.197 -1.983
N -0.420 1.261 -2.757
C -0.175 2.224 -1.759
N 0.174 1.681 -0.587
C 0.459 2.657 0.385
C 0.797 2.453 1.715
C 1.034 3.579 2.483
C 0.934 4.868 1.945
C 0.588 5.075 0.622
C 0.350 3.942 -0.149
S -0.145 3.893 -1.825
H -1.330 0.810 -2.646
H -0.331 1.587 -3.717
H 0.843 1.464 2.153
H 1.290 3.463 3.528
H 1.120 5.722 2.582
H 0.497 6.073 0.213